<one>
{"formula": "C5H10N4", "method": "ωB97M-V/def2-TZVPD", "species": ["N", "N", "C", "N", "N", "C", "C", "C", "C", "H", "H", "H", "H", "H", "H", "H", "H", "H", "H"], "coordinates": [[3.17384, 0.22538, 0.08152], [2.14661, -0.78300, -0.01359], [0.91267, -0.31117, 0.09377], [0.63045, 1.11529, -0.13406], [-0.73611, 1.49344, 0.06340], [-1.70400, 0.43170, -0.07061], [-1.43020, -0.49317, 1.08258], [-0.23262, -1.10859, 0.02101], [-1.35177, -0.63583, -1.06686], [3.24037, 0.88545, -0.60329], [4.08752, -0.33959, 0.32791], [1.36422, 1.64306, 0.48561], [-0.98888, 2.40467, -0.59929], [-2.63668, 0.95021, 0.04523], [-1.31807, -0.05222, 2.10912], [-2.27673, -1.14225, 1.37053], [0.01267, -2.23679, 0.10778], [-2.11294, -1.46038, -1.19704], [-0.78034, -0.58621, -2.10371]], "lowdin_charge": [-0.043, 0.000, -0.376, 0.003, -0.084, -0.415, -0.071, -0.171, -0.082, 0.011, 0.125, 0.152, 0.187, 0.131, 0.114, 0.101, 0.157, 0.118, 0.144], "spin_multiplicity": 1, "smiles": "N/N=C1\\NN[C@H]2C[C@@H]1C2", "molar_mass_g_mol": 126.16, "orbital_gap_ha": 0.3211}

<two>
{"formula": "C5H10N4", "method": "ωB97M-V/def2-TZVPD", "species": ["C", "C", "C", "C", "N", "N", "C", "N", "N", "H", "H", "H", "H", "H", "H", "H", "H", "H", "H"], "coordinates": [[-1.63540, -0.26933, -0.43017], [-0.05112, 0.37238, 2.16955], [0.79540, -0.63013, -1.91032], [-0.17344, -0.21582, -0.28319], [-0.00249, 1.67915, 2.53133], [1.54144, 0.37684, -2.44004], [0.80253, -0.06654, 0.51057], [-0.67083, -0.47326, 2.89307], [0.51421, -1.63648, -2.64156], [-0.39566, 1.90909, 3.43910], [0.25205, 2.36793, 1.84273], [1.95828, 0.15646, -3.34100], [2.12132, 0.90332, -1.80739], [-0.72023, -1.39901, 2.46954], [-0.11560, -2.29850, -2.19218], [1.86248, 0.05609, 0.60052], [-2.06585, -1.07225, 0.17317], [-2.08763, 0.67394, -0.11382], [-1.92947, -0.43390, -1.46990]], "lowdin_charge": [-0.067, -0.430, -0.399, -0.204, 0.082, 0.081, 0.033, 0.068, 0.072, 0.099, 0.086, 0.098, 0.076, 0.033, 0.035, 0.081, 0.085, 0.090, 0.081], "spin_multiplicity": 1, "molar_mass_g_mol": 126.16, "orbital_gap_ha": 0.3281}

<three>
{"formula": "C5H10N4", "method": "ωB97M-V/def2-TZVPD", "species": ["H", "N", "C", "N", "C", "C", "C", "C", "N", "N", "H", "H", "H", "H", "H", "H", "H", "H", "H"], "coordinates": [[-1.03840, -1.75956, -1.72111], [-0.98083, -2.30801, -0.68862], [-0.60260, -1.81145, 0.49699], [-0.19836, -0.46740, 0.92836], [0.99414, -0.22618, 1.58302], [1.90056, -1.12934, 1.80895], [-0.68383, 0.46222, 0.17211], [0.16886, 0.59906, -1.18666], [0.17947, 1.67681, -1.90087], [-0.80535, 2.67890, -1.80325], [-0.83487, -2.57015, 1.55362], [1.24601, 0.95614, 1.48292], [3.03461, -0.65733, 2.25508], [1.76173, -2.24398, 1.56560], [-1.84280, 0.46198, 0.09737], [-0.71349, 1.39381, 0.84510], [0.90976, -0.19771, -1.46294], [-1.48266, 2.46401, -0.99187], [-1.01197, 2.67818, -3.03380]], "lowdin_charge": [0.130, 0.042, -0.233, -0.237, -0.259, -0.044, -0.312, -0.141, -0.141, -0.066, 0.192, 0.173, 0.140, 0.070, 0.148, 0.138, 0.117, 0.072, 0.212], "spin_multiplicity": 1, "smiles": "[H]/N=C\\N(C=C)C/C=N\\N", "molar_mass_g_mol": 126.16, "orbital_gap_ha": 0.3352}

Result of the stability comparison: <two> is the most stable of them.

<one>
{"formula": "H16O8Pb", "method": "ωB97M-V/def2-TZVPD", "species": ["Pb", "O", "H", "H", "O", "H", "H", "O", "H", "H", "O", "H", "H", "O", "H", "H", "O", "H", "H", "O", "H", "H", "O", "H", "H"], "coordinates": [[-6.90559, -0.03144, -9.92078], [-5.20283, 0.73963, -11.26836], [-5.03168, 1.65151, -11.13123], [-5.63623, 0.77818, -12.11766], [-8.23222, 1.29139, -11.43757], [-9.10516, 1.62883, -11.29284], [-7.79801, 2.06294, -11.79414], [-4.78027, -0.55289, -8.47791], [-4.01018, -1.02540, -8.84556], [-4.32085, 0.26757, -8.16112], [-7.47557, -1.93259, -8.41147], [-8.35315, -2.21161, -8.48198], [-6.86310, -2.70434, -8.35283], [-6.03494, -1.89468, -10.93233], [-6.59604, -2.67831, -10.79856], [-5.18504, -2.27225, -10.84605], [-8.86537, -1.57323, -10.94516], [-9.55628, -1.12079, -11.34505], [-9.19816, -2.45997, -10.75541], [-6.16215, 2.08157, -8.86371], [-5.29638, 2.45102, -8.73081], [-6.87034, 2.69362, -8.99490], [-8.87109, 0.71080, -8.76060], [-9.01719, 1.51814, -8.19621], [-9.61941, 0.55641, -9.34314]], "lowdin_charge": [1.551, -0.088, 0.058, 0.077, -0.098, 0.074, 0.081, -0.102, 0.087, 0.093, -0.098, 0.029, 0.109, -0.111, 0.087, 0.071, -0.051, 0.031, 0.097, -0.084, 0.084, 0.060, -0.139, 0.126, 0.056], "spin_multiplicity": 1, "molar_mass_g_mol": 351.32, "charge": 2, "orbital_gap_ha": 0.3600}

<two>
{"formula": "H16O8Pb", "method": "ωB97M-V/def2-TZVPD", "species": ["Pb", "O", "H", "H", "O", "H", "H", "O", "H", "H", "O", "H", "H", "O", "H", "H", "O", "H", "H", "O", "H", "H", "O", "H", "H"], "coordinates": [[-20.80479, -12.32906, 27.27855], [-19.00559, -13.57159, 26.10298], [-19.06906, -14.48396, 25.82377], [-18.40349, -13.14833, 25.49673], [-19.23807, -13.13620, 28.91000], [-18.83835, -13.97764, 28.71635], [-18.50552, -12.63711, 29.23117], [-21.73935, -13.16842, 25.08969], [-21.06591, -13.13505, 24.42145], [-22.59401, -13.46143, 24.72695], [-23.34455, -12.50156, 27.42768], [-23.73113, -13.28351, 27.13424], [-24.07041, -11.90689, 27.54861], [-19.17034, -10.68356, 27.23481], [-18.25638, -10.81267, 26.89793], [-19.11600, -9.84032, 27.65176], [-21.51072, -10.83474, 29.11461], [-21.87989, -9.95828, 29.01726], [-20.70159, -10.58957, 29.56393], [-21.88122, -10.26210, 26.11462], [-22.59562, -10.01169, 25.59140], [-21.26566, -9.55225, 25.96149], [-21.34114, -14.71136, 27.62133], [-22.00445, -15.05575, 26.98957], [-20.75429, -15.44425, 27.79492]], "lowdin_charge": [1.579, -0.097, 0.084, 0.082, -0.089, 0.069, 0.073, -0.122, 0.058, 0.101, -0.069, 0.031, 0.082, -0.125, 0.117, 0.076, -0.090, 0.081, 0.063, -0.075, 0.048, 0.062, -0.108, 0.090, 0.079], "spin_multiplicity": 1, "molar_mass_g_mol": 351.32, "charge": 2, "orbital_gap_ha": 0.3785}

Result of the stability comparison: <two> is the most stable of them.

<one>
{"formula": "CH4IN2", "method": "ωB97M-V/def2-TZVPD", "species": ["C", "N", "N", "I", "H", "H", "H", "H"], "coordinates": [[-0.53467, 0.56120, -0.23227], [-1.26989, -0.04152, 0.60528], [1.69981, 0.11723, -0.01011], [1.86784, -1.81169, -0.43272], [-0.76456, 0.87451, -1.25489], [-2.27467, 0.07558, 0.50270], [-0.93309, -0.47682, 1.48515], [2.20923, 0.70151, -0.66315]], "lowdin_charge": [0.104, 0.161, -0.516, 0.855, 0.115, 0.154, 0.167, -0.041], "spin_multiplicity": 1, "molar_mass_g_mol": 170.96, "charge": 1, "orbital_gap_ha": [0.2783, 0.2749]}

<two>
{"formula": "CH4IN2", "method": "ωB97M-V/def2-TZVPD", "species": ["C", "N", "N", "I", "H", "H", "H", "H"], "coordinates": [[0.27240, 0.11284, -0.95456], [-0.81849, -0.62679, -0.88343], [1.26404, 0.68352, -0.83847], [0.01343, -0.59254, 2.56054], [-0.26193, 0.82879, 3.03640], [-1.38823, -0.52315, -1.76814], [-1.17895, -0.90828, -0.00159], [2.09774, 1.02561, -1.15075]], "lowdin_charge": [-0.155, 0.194, 0.389, 0.615, -0.371, 0.186, 0.025, 0.118], "spin_multiplicity": 1, "molar_mass_g_mol": 170.96, "charge": 1, "orbital_gap_ha": 0.3377}

Result of the stability comparison: <two> is the most stable of them.

<one>
{"formula": "C3H3GaO3", "method": "ωB97M-V/def2-TZVPD", "species": ["O", "O", "C", "O", "C", "H", "C", "H", "H", "Ga"], "coordinates": [[-1.41497, 1.09129, -1.30449], [2.23904, -0.58026, -1.15038], [1.46545, -0.42184, -0.18660], [0.30538, -1.06596, -0.26523], [-0.51091, -0.19588, 0.53071], [-0.93585, -0.77278, 1.36311], [-1.58676, 0.53391, -0.22514], [-0.25495, 0.89186, 0.94046], [-2.60827, 0.25865, 0.12496], [3.30184, 0.26101, 0.17259]], "lowdin_spin": [0.008, 0.109, 0.285, 0.076, 0.017, 0.002, 0.000, 0.003, 0.001, 0.500], "spin_multiplicity": 2, "s2": 0.763, "molar_mass_g_mol": 156.78, "charge": 1, "orbital_gap_ha": [0.3129, 0.1875]}

<two>
{"formula": "C3H3GaO3", "method": "ωB97M-V/def2-TZVPD", "species": ["C", "C", "O", "O", "C", "H", "H", "H", "O", "Ga"], "coordinates": [[0.33107, -0.91105, -0.14499], [-2.18478, 0.64131, 0.30811], [-0.64495, -1.63303, -0.18106], [0.15168, 0.49732, -0.14320], [-1.08682, 1.10998, -0.30222], [-3.14053, 0.74256, -0.20399], [-2.14676, 0.20276, 1.30482], [-1.11609, 1.66570, -1.24140], [1.54159, -1.14065, 0.12395], [2.06468, 0.71249, 0.21710]], "lowdin_spin": [0.022, 0.071, 0.023, 0.121, 0.028, 0.003, 0.002, 0.001, 0.161, 0.567], "spin_multiplicity": 2, "s2": 0.756, "molar_mass_g_mol": 156.78, "charge": 1, "orbital_gap_ha": [0.3419, 0.1937]}

Result of the stability comparison: <two> is the most stable of them.

<one>
{"formula": "CH2NO2P", "method": "ωB97M-V/def2-TZVPD", "species": ["C", "N", "O", "O", "P", "H", "H"], "coordinates": [[-0.48555, -0.87526, 0.22605], [-0.84116, 0.39706, 0.33900], [-1.18055, -1.58645, -0.55864], [-3.36857, -0.27819, 0.63693], [-2.49101, 0.31525, -0.37670], [0.32428, -1.19943, 0.83630], [-0.35467, 1.12262, 1.00588]], "lowdin_charge": [-0.424, -0.159, -0.099, -0.459, 0.862, 0.118, 0.161], "spin_multiplicity": 1, "molar_mass_g_mol": 91.01, "orbital_gap_ha": 0.3614}

<two>
{"formula": "CH2NO2P", "method": "ωB97M-V/def2-TZVPD", "species": ["C", "N", "O", "O", "P", "H", "H"], "coordinates": [[0.18022, 0.02271, -0.94343], [-0.54141, 0.52831, 0.00900], [1.14229, -0.82101, -0.83314], [1.33485, -1.45340, 0.32348], [-1.13632, 0.00523, 1.37486], [0.10616, 0.43715, -1.94376], [-1.08579, 1.28102, 2.01299]], "lowdin_charge": [-0.319, -0.309, -0.115, -0.213, 0.948, 0.138, -0.129], "spin_multiplicity": 1, "molar_mass_g_mol": 91.01, "orbital_gap_ha": [0.2500, 0.2506]}

Result of the stability comparison: <one> is the most stable of them.

<one>
{"formula": "C2H7N2", "method": "ωB97M-V/def2-TZVPD", "species": ["N", "C", "C", "N", "H", "H", "H", "H", "H", "H", "H"], "coordinates": [[-0.85798, 0.61254, -1.55557], [-0.45988, 0.44845, -0.23947], [0.78356, -0.09604, 0.12778], [0.58059, -0.67399, 1.45046], [-1.82505, 0.33060, -1.59253], [-0.11235, 0.25101, -2.08448], [-1.00203, 1.25199, 0.41317], [1.47213, -0.70149, -0.47215], [1.45920, -1.19189, 1.96076], [-0.07907, -0.18706, 2.10706], [0.08678, -1.43748, 1.07406]], "lowdin_charge": [0.087, -0.168, -0.099, 0.113, 0.116, 0.084, 0.176, 0.129, 0.254, 0.187, 0.121], "spin_multiplicity": 1, "smiles": "N/C=C/[NH3+]", "molar_mass_g_mol": 59.09, "charge": 1, "orbital_gap_ha": 0.3413}

<two>
{"formula": "C2H7N2", "method": "ωB97M-V/def2-TZVPD", "species": ["N", "C", "C", "N", "H", "H", "H", "H", "H", "H", "H"], "coordinates": [[1.22377, -0.03916, -1.56500], [0.73442, -0.28823, -0.32098], [-0.58840, -0.31978, -0.05914], [-1.00038, 0.16598, 1.31605], [2.14302, -0.40953, -1.72689], [0.75762, 0.59461, -2.18583], [1.50434, -0.44299, 0.41898], [-1.39035, -0.11671, -0.75359], [-1.06880, 1.18248, 1.27117], [-0.37058, -0.19076, 2.03465], [-1.94467, -0.13591, 1.57057]], "lowdin_charge": [0.109, -0.185, -0.079, 0.177, 0.113, 0.116, 0.131, 0.117, 0.167, 0.168, 0.168], "spin_multiplicity": 1, "smiles": "N/C=C/[NH3+]", "molar_mass_g_mol": 59.09, "charge": 1, "orbital_gap_ha": 0.3568}

Result of the stability comparison: <two> is the most stable of them.